{
  "formula": "C2H6NO3P",
  "method": "the ωB97M-V functional and the def2-TZVPD basis",
  "elements": ["H", "H", "O", "C", "H", "O", "H", "H", "H", "N", "O", "P", "C"],
  "xyz": [[-1.6543, -1.6036, -0.5213], [-0.9496, -0.1606, -1.4015], [2.7776, 1.0988, -0.2861], [-1.3833, -0.5792, -0.4861], [-2.3241, 1.1520, 0.7370], [1.8015, -1.1460, -0.5387], [3.0036, 2.0042, -0.0402], [-2.5274, -0.4338, 1.3497], [1.2436, -0.7695, -1.3252], [-0.6013, -0.2862, 0.7181], [0.5650, 0.5981, 0.5216], [2.0184, -0.0256, 0.6311], [-1.9697, 0.1514, 0.6416]],
  "atomic_forces_ev_per_a": [[0.0, -0.9, -0.5], [-0.8, 0.3, 0.4], [0.0, 0.1, -0.5], [1.1, 0.3, -0.3], [0.4, 0.9, -0.8], [-0.8, 0.7, -1.8], [-0.2, -0.4, 0.5], [-0.3, -0.4, 0.1], [1.6, -0.9, 2.1], [2.1, -1.5, 0.9], [-4.3, 2.1, -0.3], [1.3, -1.4, -0.4], [0.0, 1.0, 0.7]],
  "mulliken_charge": [0.1840, 0.3862, -0.4433, -0.3865, 0.2818, -0.4439, 0.3161, 0.1880, 0.3219, -0.2357, -0.0672, 0.2508, -0.3522],
  "e_homo_ev": -9.122,
  "orbital_gap_ev": 10.0,
  "smiles": "OP(O)ON1CC1",
  "total_energy_ha": -701.5682,
  "spin_multiplicity": 1
}